Entry 1:
Formula: C4H2Si
Source: the Open Molecules 2025 dataset
Level of theory: wB97M-V/def2-TZVPD

Highest occupied orbital energy, Ha: -0.3525
Energy above the lowest of the compared OMol25 structures with the same formula, charge and spin, kcal per mole: 11.6
Kohn-Sham gap, eV: 7.6
LUMO level, eV: -1.97

Geometry as ORCA input:
```
! wB97M-V def2-TZVPD RIJCOSX def2/J DEFGRID3
* xyz 0 1
C -0.148 -1.283 0.071
C 1.206 -1.267 0.081
C -1.402 -0.919 -0.145
C 2.240 -0.568 -0.061
Si -0.806 0.791 -0.013
H -1.391 1.912 -0.779
H 0.302 1.333 0.845
*
```

Atom charges from the Löwdin analysis, given in e for atoms 1 to 4: C -0.30; C -0.32; C -0.16; C 0.02


Entry 2:
Formula: C9H10F3N2O4S2
Source: the Open Molecules 2025 dataset
Level of theory: wB97M-V/def2-TZVPD

Highest occupied orbital energy, Ha: -0.1338
Energy above the lowest of the compared OMol25 structures with the same formula, charge and spin, kcal per mole: 0.0
Kohn-Sham gap, eV: 5.9
LUMO level, eV: 2.22

Geometry as ORCA input:
```
! wB97M-V def2-TZVPD RIJCOSX def2/J DEFGRID3
* xyz -1 1
C -0.424 -2.858 -4.019
N 1.114 -2.661 -3.732
O 1.531 -1.510 -3.742
O 1.741 -3.695 -3.509
H -0.443 -3.502 -4.907
H -0.875 -1.881 -4.193
C 0.772 0.983 -1.043
N 0.067 0.352 0.008
S -1.040 -3.746 -2.641
C -2.132 -2.486 -1.881
F -3.395 -2.588 -2.386
F -2.191 -2.709 -0.542
F -1.714 -1.205 -2.072
S 0.821 -0.282 1.236
C 0.454 1.013 2.429
C 1.484 1.765 2.999
C 1.158 3.001 3.560
C -0.175 3.429 3.596
C -1.201 2.584 3.149
C -0.886 1.362 2.557
O 0.119 -1.462 1.686
O 2.269 -0.344 1.139
H 0.218 0.784 -1.970
H 0.786 2.076 -0.906
H 1.806 0.601 -1.139
H 2.502 1.380 2.957
H 1.949 3.627 3.964
H -0.420 4.417 3.993
H -2.246 2.862 3.247
H -1.650 0.694 2.163
*
```

Atom charges from the Löwdin analysis, given in e for atoms 1 to 4: C -0.36; N -0.43; O 0.08; O 0.02


Entry 3:
Formula: C16H30F3NOP2Zr
Source: the Open Molecules 2025 dataset
Level of theory: wB97M-V/def2-TZVPD

Highest occupied orbital energy (spin up / spin down), Ha: -0.2284 / -0.2284
Energy above the lowest of the compared OMol25 structures with the same formula, charge and spin, kcal per mole: 0.0
Kohn-Sham gap (spin up / spin down), eV: 5.4 / 5.4
LUMO level (spin up / spin down), eV: -0.86 / -0.86

Geometry as ORCA input:
```
! wB97M-V def2-TZVPD RIJCOSX def2/J DEFGRID3
* xyz 0 1
Zr 0.186 -0.093 0.426
P -1.979 -1.088 1.573
P 2.387 0.674 -1.071
N -0.603 0.079 -1.356
H -0.853 -1.593 0.241
C -3.036 0.332 2.061
H -3.827 -0.021 2.742
H -3.501 0.791 1.181
H -2.454 1.096 2.592
C -1.731 -1.704 3.270
H -2.709 -2.014 3.669
H -1.347 -0.890 3.904
H -1.022 -2.540 3.296
C -3.250 -2.178 0.840
H -4.093 -2.334 1.542
H -2.766 -3.133 0.582
H -3.597 -1.699 -0.091
C 2.438 2.422 -1.621
H 3.350 2.609 -2.208
H 2.423 3.091 -0.750
H 1.562 2.638 -2.247
C 4.068 0.506 -0.384
H 4.812 0.814 -1.135
H 4.251 -0.539 -0.099
H 4.175 1.137 0.509
C 2.560 -0.157 -2.697
H 3.400 0.279 -3.261
H 1.633 -0.032 -3.274
H 2.737 -1.231 -2.557
C -1.262 -0.420 -2.402
C -2.913 -0.273 -4.210
C -2.304 0.284 -3.093
C -1.003 -1.771 -2.823
C -1.622 -2.301 -3.943
C -2.557 -1.555 -4.668
H -3.672 0.294 -4.748
H -2.602 1.250 -2.693
H -0.324 -2.364 -2.205
H -1.369 -3.316 -4.260
H -3.027 -1.979 -5.559
C 1.079 2.362 2.633
O 0.668 1.674 1.624
C 0.078 3.186 3.361
H 0.034 2.957 4.430
H -0.934 3.029 2.956
H 0.355 4.246 3.272
C 2.506 2.293 3.055
H 3.082 3.130 2.616
H 2.992 1.347 2.769
H 2.637 2.367 4.144
F 2.346 -1.743 1.943
C 1.480 -2.100 0.896
F 2.300 -2.590 -0.115
F 0.819 -3.225 1.343
*
```

Atom charges from the Löwdin analysis, given in e for atoms 1 to 4: Zr 1.06; P 0.64; P 0.73; N -0.24


Entry 4:
Formula: C10H14BClIrN6
Source: the Open Molecules 2025 dataset
Level of theory: wB97M-V/def2-TZVPD

Highest occupied orbital energy (spin up / spin down), Ha: -0.8692 / -0.8985
Kohn-Sham gap (spin up / spin down), eV: 7.7 / 5.7
LUMO level (spin up / spin down), eV: -15.99 / -18.77

Geometry as ORCA input:
```
! wB97M-V def2-TZVPD RIJCOSX def2/J DEFGRID3
* xyz 4 6
C 2.843 0.096 1.031
N 1.628 0.056 0.412
N 1.860 -0.015 -0.963
C 3.199 -0.044 -1.168
C 3.846 0.029 0.062
B 0.640 0.132 -1.919
N -0.345 -1.010 -1.518
N -0.793 -1.050 -0.202
C -1.748 -2.019 -0.099
C -1.877 -2.616 -1.344
C -0.993 -1.978 -2.200
Ir -0.167 0.059 1.265
N -0.069 1.427 -1.399
N -0.416 1.512 -0.058
C -0.999 2.726 0.153
C -1.028 3.411 -1.058
C -0.433 2.578 -2.002
H -1.332 2.988 1.142
H -0.232 2.727 -3.051
H -1.428 4.394 -1.219
H 0.900 0.181 -3.094
H -0.737 -2.172 -3.230
H 3.586 -0.150 -2.168
H -2.540 -3.432 -1.574
H 4.905 0.031 0.251
H -2.261 -2.178 0.841
H 2.891 0.217 2.101
H -1.699 -0.599 2.774
C -1.879 -1.376 3.553
H -2.720 -2.017 3.264
H -0.965 -1.967 3.652
H -2.104 -0.882 4.503
Cl 0.466 0.941 3.262
*
```

Atom charges from the Löwdin analysis, given in e for atoms 1 to 4: C 0.02; N -0.10; N 0.06; C 0.16


Please write out number 1 again, unchanged.
Formula: C4H2Si
Source: the Open Molecules 2025 dataset
Level of theory: wB97M-V/def2-TZVPD

Highest occupied orbital energy, Ha: -0.3525
Energy above the lowest of the compared OMol25 structures with the same formula, charge and spin, kcal per mole: 11.6
Kohn-Sham gap, eV: 7.6
LUMO level, eV: -1.97

Geometry as ORCA input:
```
! wB97M-V def2-TZVPD RIJCOSX def2/J DEFGRID3
* xyz 0 1
C -0.148 -1.283 0.071
C 1.206 -1.267 0.081
C -1.402 -0.919 -0.145
C 2.240 -0.568 -0.061
Si -0.806 0.791 -0.013
H -1.391 1.912 -0.779
H 0.302 1.333 0.845
*
```

Atom charges from the Löwdin analysis, given in e for atoms 1 to 4: C -0.30; C -0.32; C -0.16; C 0.02